# 1
ORCA calculation (ωB97M-V/def2-TZVPD) on a cluster of 2 separate species, C2H9N3O in total at a distorted geometry.

Geometry as XYZ:
```
15
Properties=species:S:1:pos:R:3:nbo_charge:R:1
H -1.25026 0.57780 -2.09014 0.36
H -2.80041 -0.89438 -1.01707 0.16
O -1.75649 -0.02418 0.44308 -0.76
H 0.00918 -0.29533 -1.52659 0.35
N 1.54905 1.48707 0.51171 -0.81
N 0.89353 -0.36792 1.69315 -0.76
H 2.20126 2.06679 0.01656 0.40
C 1.69617 0.20321 0.87694 0.29
N -0.96101 -0.35450 -1.81268 -0.84
H 1.23593 -1.30768 1.86640 0.35
H 2.54249 -0.32264 0.44202 0.16
H 0.77628 2.01961 0.88344 0.40
H -0.89970 -0.09950 0.90097 0.49
C -1.75854 -0.83233 -0.71438 0.08
H -1.47746 -1.85601 -0.47344 0.15
```

As for the total energy: -8737.5812 eV. Its relative energy (zero: lowest compared OMol25 entry of this formula, charge and spin) is 82.8 kJ/mol. The HOMO-LUMO gap is 10.074 eV. As for the molar mass: 91.11 g mol⁻¹. For the HOMO energy, the calculation gives -9.34 eV. Its net charge is 0. The LUMO energy comes out at 0.7 eV.

***

# 2
ORCA calculation (ωB97M-V/def2-TZVPD) on a structure of composition C20H56CrF12N2O27S4V at a distorted geometry.

Geometry as XYZ:
```
123
Properties=species:S:1:pos:R:3:mulliken_charge:R:1
H -1.32035 -2.26587 8.94909 0.28
H -4.61768 5.03295 -4.35157 0.20
S -3.44052 -1.46979 2.82556 1.61
H -2.40199 5.41944 -3.97622 0.40
C -3.34616 4.49785 -0.07136 -0.40
C 6.43818 -4.88460 0.79169 -0.72
F -5.10808 -3.29565 3.79944 -0.19
F -0.09107 -6.65917 2.71949 -0.19
H 5.66435 -1.65765 -2.57556 0.39
H -4.61990 3.01566 -2.09530 0.03
H 0.44086 6.03439 -2.89535 0.35
O 1.76504 -0.71147 -1.05176 -0.74
C 8.55208 -1.86502 -2.37972 -1.29
H 1.15504 -2.84688 8.86393 0.35
F 1.21432 -7.12030 1.11008 -0.17
O -0.90194 -0.29945 8.51850 -0.52
O 2.96417 4.04554 -1.76209 -0.50
S 2.46104 -2.08735 2.64535 1.01
F -3.70998 -2.47474 5.16609 -0.22
O 3.53151 -2.94793 2.98797 -0.56
F 4.11840 -0.33958 1.85390 -0.21
C 7.67407 -3.58303 -0.85286 -0.74
H -0.18730 -3.86357 6.13942 0.31
O 0.30595 -2.88807 -1.91317 -0.28
H 0.40820 -4.91376 5.22190 0.21
H -2.86746 -3.05857 -1.46855 0.28
S 0.06256 -4.80945 1.16204 1.26
H -2.83451 -4.48150 -2.11917 0.29
H 1.69459 3.65499 -3.49210 0.34
H 1.59456 -1.18113 8.50417 0.37
H -4.99220 3.32304 -4.57769 0.18
H 5.64558 -2.82883 -1.35499 0.25
C 0.85433 5.08162 -2.52775 0.12
O 1.13493 1.49165 -1.75745 -0.40
F 3.67703 -0.05411 3.94465 -0.19
C -3.05822 3.90348 -5.34677 0.35
F 1.91109 -5.73507 2.63470 -0.16
H 1.22299 -1.70160 6.53866 0.13
H -0.67850 5.06316 -8.62569 0.34
H 7.11659 -3.42992 -2.86115 0.46
O 1.46427 -2.05554 3.77161 -0.54
F -0.68675 -0.87610 0.37275 -0.71
H -0.22811 -1.49540 10.14147 0.39
O -1.22000 -5.07402 0.62205 -0.63
H 2.32993 5.85655 -0.93916 0.40
H 8.16515 -1.06529 -3.05245 0.38
C -2.59779 4.57811 -6.63518 -1.01
H -4.00297 5.73961 -1.71486 0.40
H -3.04458 5.34992 0.47856 0.42
H -6.15584 0.95820 -2.68111 0.33
H 9.21587 -2.53885 -2.97973 0.37
C -6.19861 1.21326 -0.83515 -1.07
N 6.13848 -2.07792 -1.73791 -0.14
O -2.94193 -0.14569 3.11144 -0.85
H -7.01696 0.55132 -0.86102 0.48
O -1.18632 4.48400 -6.68686 -0.29
O 3.07491 -3.20418 -1.35532 -0.86
H 2.93662 5.92226 -2.59111 0.25
O 1.97646 -2.00728 1.23525 0.33
H -2.87536 2.80782 -5.40015 0.35
C 7.38139 -2.77239 -2.06662 -0.04
O -2.25860 -3.69851 -1.77922 -0.58
H -0.57312 -3.34688 -1.43254 0.37
H -0.98906 6.38664 -7.59197 0.40
H 6.31809 -1.29385 -0.95610 0.41
O -0.26005 -4.24985 5.24724 -0.46
H -3.00415 4.21751 -7.60374 0.45
O -6.19882 1.75797 -2.15377 -0.48
C -0.46217 -1.51554 9.05942 -0.46
O -4.22924 -1.64537 1.63024 -0.80
H 0.42109 5.36608 -7.34804 0.25
F -5.40969 -1.26657 4.61115 -0.21
O 0.13888 -4.07228 2.41085 -0.04
H -5.05723 4.46509 -5.99365 0.44
H -2.36758 3.05321 -0.99643 0.16
H -3.89995 3.74188 0.58498 0.17
H -4.15554 1.46217 -0.61453 -0.44
H 8.52639 -4.20697 -1.10628 0.42
H -5.20055 4.73634 -0.97274 0.45
H 8.13780 -2.79773 -0.13360 0.34
H -1.75438 -0.04797 8.89071 0.31
C 0.81050 -1.94544 8.37800 -0.56
H -4.92416 0.71707 0.79106 0.26
C -0.61866 5.39077 -7.62281 -0.88
O -4.00693 3.81631 -2.31240 -0.28
S 0.68841 0.17199 -1.52652 0.98
H -2.93177 5.65542 -6.57773 0.39
H -1.54685 -0.41945 4.98709 0.20
C -4.20731 4.76984 -1.28057 -0.48
H -6.32466 2.02353 -0.16902 0.36
C 2.31170 5.32159 -1.87923 -0.65
O 1.17836 -4.42981 0.22416 -0.72
H -0.90569 -1.32492 6.03869 0.25
C -4.52167 4.20768 -5.07659 -0.92
F -1.69534 0.71774 -0.61146 -0.21
O -2.13397 3.89696 -0.57518 -0.44
H 2.80504 3.72074 -0.86184 0.28
H 6.80194 -4.23115 1.60339 0.37
O -2.44815 -2.54191 2.82113 -1.34
N -2.18134 4.40059 -4.24086 0.07
F 0.03953 1.13821 0.75776 -0.19
H 0.15657 4.67423 -1.84710 0.01
C 0.84716 -6.21797 1.94939 0.43
H -4.22187 -1.04538 0.19612 0.54
O -4.34791 -0.53516 -0.68498 -0.63
C -4.51726 -2.16101 4.16644 0.42
C -4.85149 0.71751 -0.26962 0.84
O 6.49030 -4.24049 -0.51644 -0.33
H 8.99647 -1.45450 -1.46511 0.40
V 1.73182 -2.71326 -0.67183 1.22
O 0.58374 -2.26365 7.00470 -0.30
O -0.84289 -1.09606 5.09203 -0.12
C -0.51049 0.28460 -0.15091 0.72
Cr -0.58524 -2.61032 3.65543 1.55
H 5.42856 -5.17912 0.90287 0.18
H 6.99518 -5.80546 0.70937 0.32
F 2.31671 0.65907 2.43708 -0.13
H -1.15850 4.36058 -4.52865 0.38
C 3.12596 -0.32413 2.73591 0.37
O -0.14073 -0.49155 -2.49506 -0.87
O 0.97105 4.17472 -3.71601 -0.59
H -2.39638 3.83023 -3.46033 -0.10
H 0.05869 -1.92213 -2.17924 0.50
```

As for the total energy: -209958.9767 eV. The multiplicity is 6. The HOMO-LUMO gap (spin up / spin down) is 8.742 / 9.035 eV. As for the molar mass: 1215.84 g mol⁻¹. For the HOMO energy (spin up / spin down), the calculation gives -13.14 / -13.14 eV. Its net charge is +2. The LUMO energy (spin up / spin down) comes out at -4.4 / -4.1 eV.

***

# 3
ORCA calculation (ωB97M-V/def2-TZVPD) on a cluster of 3 separate species, C6H16BrO6S2 in total at a distorted geometry.

Geometry as XYZ:
```
31
Properties=species:S:1:pos:R:3:nbo_charge:R:1
O 1.27122 0.03212 2.15874 -0.88
H -2.39527 1.30985 -2.57907 0.20
H -2.66729 -0.39610 -2.68764 0.21
H 0.37863 -2.01561 0.73872 0.26
O 2.37992 -1.59539 0.49205 -0.74
C -1.58258 0.04970 -0.81277 -0.10
C 0.93900 -2.00591 -1.46766 -0.64
C 3.94232 -0.11922 1.99788 -0.81
H -1.05196 0.26393 -2.90121 0.20
H 0.13667 -2.60013 -1.90501 0.22
H 3.79721 -0.93858 2.70193 0.24
O -2.57838 0.50032 -0.01578 -0.69
H -2.11745 3.94796 0.58343 0.25
O 2.28151 0.91391 0.05466 -0.95
H -1.48078 -1.01709 -0.61350 0.23
S 2.25008 -0.09716 1.12258 2.30
H 1.29631 -3.39148 0.15645 0.20
H -0.65163 0.50398 -0.47358 0.18
H -0.83014 2.82448 -0.12122 0.25
S -2.21441 1.63493 1.13580 2.34
H -2.46111 3.00340 -0.88920 0.25
C 1.16318 -2.31550 0.04399 -0.09
H 0.61929 -0.97885 -1.64386 0.21
H 4.54636 -0.36520 1.12453 0.23
H 1.79638 -2.16185 -2.12241 0.21
O -1.16131 1.13729 1.95930 -0.87
C -1.88820 3.03272 0.03764 -0.88
O -3.44416 1.86458 1.85052 -0.94
H 3.99227 0.88920 2.40861 0.24
Br -2.30189 -2.25621 1.97593 -0.98
C -1.96384 0.34580 -2.30970 -0.64
```

As for the total energy: -110479.3207 eV. Its relative energy (zero: lowest compared OMol25 entry of this formula, charge and spin) is 266.7 kJ/mol. The HOMO-LUMO gap is 6.005 eV. As for the molar mass: 328.23 g mol⁻¹. For the HOMO energy, the calculation gives -3.51 eV. Its net charge is -1. The LUMO energy comes out at 2.5 eV.

***

# 4
ORCA calculation (ωB97M-V/def2-TZVPD) on a cluster of 3 separate species, C27H46ClFNO10S in total at a distorted geometry.

Geometry as XYZ:
```
87
Properties=species:S:1:pos:R:3:mulliken_charge:R:1
O 0.70944 2.86659 -3.83102 -0.39
H 3.02981 2.74289 -0.92074 0.54
H -3.12003 -0.82152 2.16499 0.49
H 4.50083 1.15313 -1.45402 0.49
H 5.07416 0.23120 3.38606 0.16
C 0.64549 2.73477 -5.25208 0.33
H 0.03595 3.50037 -3.56309 0.27
O -2.49563 -4.30901 -1.22747 -0.57
H -6.66119 -1.99575 -0.69770 0.27
C 0.93681 4.07715 -5.90437 -1.28
H -5.01569 -1.94364 2.41434 0.42
H -5.32368 -5.19284 0.66648 0.45
C 5.42336 -2.94334 -0.38123 0.63
O 5.25440 -1.64870 0.03873 -0.22
H 4.53156 -1.88847 4.56183 0.31
H 0.91474 4.00178 -6.99249 0.40
H 2.92809 0.33701 0.92775 0.26
H -6.14428 -2.34439 1.14821 0.74
H 3.28681 -1.15337 -0.53441 0.36
H 1.91750 4.44524 -5.60036 0.31
C 3.53169 1.15348 0.51311 -0.25
H 3.98150 1.77823 1.29348 0.10
C -3.44053 1.29423 -0.40613 0.27
O -3.03589 3.73405 -0.39773 -0.49
H 4.41995 -1.03781 6.09475 0.38
N -4.55639 -0.96069 0.66152 0.17
H -1.96162 2.08281 2.22060 0.42
C -5.08612 -2.17332 1.34415 -1.55
H -2.37012 -6.88320 0.07831 0.37
H -0.73262 2.69179 0.19403 0.08
H 1.14325 1.05756 1.95634 0.25
H 1.84289 1.42142 -0.78972 0.08
H 1.41271 2.01407 -5.53818 0.28
C -3.50293 -0.38113 1.24783 -0.31
H -5.85771 -1.46962 -2.16343 0.48
C 4.61357 0.26164 4.37493 0.69
O -8.22476 0.16981 -0.69137 -0.42
C 4.55116 0.58798 -0.51390 -0.92
H 2.46626 3.31880 1.57100 0.44
H -4.09648 -3.92522 2.08019 0.52
H -1.51122 2.89961 -5.33448 0.25
C -2.89234 0.74401 0.75132 0.63
H 2.78295 0.41048 5.04275 0.32
H 0.20268 4.82581 -5.59238 0.33
H 5.56632 0.73291 -0.12000 0.39
H 0.33968 2.55612 2.44998 0.53
C -0.49674 1.71183 0.63116 -0.07
C 2.49983 2.09095 -0.21635 -0.50
H 4.89381 2.39179 4.59861 0.31
H 5.98494 -1.16125 5.26897 0.38
C 0.70423 1.98761 1.57768 -0.65
H 6.40335 -4.09896 1.17906 0.27
H 5.05295 -4.96302 0.39328 0.33
H 4.75189 -3.63148 1.53442 0.24
C -5.08123 -0.46689 -0.46922 0.15
C -2.87127 2.55000 -1.01615 -0.38
H -0.24373 0.99713 -0.15738 0.31
H 4.51920 -1.08286 -1.85283 0.34
C -6.24591 -1.11774 -1.19270 -0.81
H -3.16936 -3.10958 0.83117 0.61
O 3.20090 0.38291 4.17545 -0.47
C -0.72433 2.21055 -5.65492 -1.15
C -4.51974 0.66948 -1.00408 1.03
C 4.33408 -0.92464 -0.78447 -0.59
H -1.33851 0.45779 2.14852 0.32
H 4.63875 1.54609 6.11680 0.36
Cl -7.62872 0.45795 -3.17139 -0.15
C -7.41542 -0.16099 -1.50380 0.38
O 5.61247 -3.26175 -1.52519 -0.54
C 5.12439 1.47258 5.13951 -1.38
H 1.22368 3.72790 0.35131 0.33
C 5.40876 -3.98705 0.72581 -0.92
O -2.26017 2.48298 -2.05668 -0.50
H -0.79576 2.07978 -6.73580 0.42
C 4.91255 -1.03055 5.11813 -1.43
C -4.18542 -3.41675 1.11294 -0.69
H 6.20328 1.41872 5.29094 0.39
H -2.36078 4.31826 -0.77750 0.49
H -5.44687 -3.97420 -0.64862 0.24
C -4.78726 -4.42629 0.09473 -0.59
H -0.92354 1.25180 -5.17342 0.27
C 1.73508 2.90049 0.86944 -1.09
C -1.69548 1.28581 1.51241 -1.09
F -4.99108 1.20942 -2.10528 -0.27
O -2.71281 -6.07083 0.49229 -0.47
O -3.90854 -6.19766 -1.67989 -0.61
S -3.41586 -5.27219 -0.71333 1.18
```

As for the total energy: -76778.1910 eV. The HOMO-LUMO gap is 7.096 eV. As for the molar mass: 631.18 g mol⁻¹. For the HOMO energy, the calculation gives -11.72 eV. Its net charge is +1. The LUMO energy comes out at -4.6 eV.

***

Q: Among the records above, which one has the highest molar mass?
A: C20H56CrF12N2O27S4V

***

Q: What is the formula in the second record?
A: C20H56CrF12N2O27S4V